ORCA calculation (ωB97M-V/def2-TZVPD) on 16 unconnected molecules or ions with the total composition C56H156N12O16.

The geometry in XYZ format:
```
240
Properties=species:S:1:pos:R:3:forces:R:3
C -1.45258 -4.39360 -0.63161 -0.12 0.62 -0.62
C -2.77542 -4.24297 0.08382 0.05 1.20 0.89
C -3.94137 -4.86274 -0.67052 0.39 -0.63 0.38
O -4.12842 -4.19781 -1.89225 0.09 0.74 -0.28
C -5.33729 -4.53896 -2.51933 -0.37 -0.41 0.10
N -2.68216 -4.71820 1.48823 -0.87 -0.85 -0.58
H -0.61939 -4.25994 0.05666 0.01 -0.32 0.07
H -1.34435 -3.59949 -1.37736 -0.02 -0.12 -0.11
H -1.41386 -5.34199 -1.17139 0.29 -0.13 0.25
H -3.03312 -3.17897 0.19057 0.11 0.13 -0.56
H -4.85487 -4.81756 -0.06181 -0.04 0.06 0.01
H -3.70517 -5.92118 -0.85574 -0.18 -0.09 0.02
H -6.19623 -4.34072 -1.86856 0.00 -0.10 0.17
H -5.33461 -5.59940 -2.78938 -0.12 -0.08 -0.01
H -5.51786 -3.96363 -3.42524 0.50 0.16 -0.01
H -2.32349 -3.97605 2.07716 0.16 0.10 -0.19
H -3.65665 -4.75763 1.78152 0.17 -0.26 0.38
C 4.67749 2.66596 2.43711 -0.78 0.04 -0.81
C 5.25303 1.31316 1.99550 0.34 1.51 -0.15
C 4.67958 0.82997 0.64952 0.58 -0.30 1.05
O 5.19940 -0.46680 0.40896 -0.24 0.03 0.13
C 4.59758 -1.10814 -0.70207 0.41 -0.14 0.28
N 6.69899 1.56939 1.89313 0.12 -1.08 0.26
H 4.94399 3.46265 1.73200 0.09 -0.16 -0.22
H 5.04820 3.02496 3.39402 -0.02 -0.46 0.18
H 3.58542 2.61687 2.43758 0.01 0.07 0.29
H 5.04292 0.59548 2.78626 0.13 -0.19 -0.11
H 5.07802 1.49872 -0.12318 -0.60 0.07 0.05
H 3.58499 0.79399 0.69118 -0.09 0.15 -0.23
H 4.64022 -0.47870 -1.59457 -0.01 -0.08 -0.04
H 3.55740 -1.38853 -0.50641 0.14 0.14 0.01
H 5.17363 -2.02297 -0.83980 -0.07 0.00 -0.27
H 6.87667 2.16775 1.09353 0.01 0.01 -0.01
H 7.15360 0.67878 1.70707 0.17 0.19 -0.10
C 1.37192 -6.55670 0.61174 0.01 -0.64 -0.06
C 2.17453 -7.22411 1.72957 -0.32 0.01 0.29
C 2.44340 -6.25071 2.89969 -0.37 -0.33 -0.96
O 2.80273 -4.95680 2.48157 0.06 0.10 -0.38
C 4.04168 -4.80858 1.82649 0.79 0.60 0.52
N 1.44854 -8.39565 2.28075 -0.29 0.54 0.56
H 0.40836 -6.20663 0.98625 0.07 0.26 0.02
H 1.15151 -7.27338 -0.18267 0.00 -0.20 0.15
H 1.91996 -5.76029 0.11250 -0.08 0.23 0.33
H 3.11321 -7.60409 1.32294 0.10 0.06 0.01
H 3.15037 -6.72115 3.59527 0.24 0.28 0.02
H 1.48916 -6.12217 3.41719 0.02 0.03 0.10
H 4.83141 -5.05686 2.54310 0.21 -0.30 -0.27
H 4.19591 -3.75358 1.58743 -0.36 0.08 0.17
H 4.18953 -5.31760 0.87105 -0.38 -0.53 0.21
H 0.49207 -8.09190 2.48314 -0.06 -0.05 -0.57
H 1.76116 -8.50873 3.24847 0.43 -0.43 -0.26
C 2.23136 -0.78257 -3.12678 0.61 0.98 -0.17
C 1.33373 -1.96562 -3.40164 -0.26 -0.63 -0.46
C 1.75385 -3.24882 -2.68355 0.74 1.06 0.67
O 3.17912 -3.33706 -2.77363 -0.14 -0.20 0.16
C 3.65433 -4.50681 -2.16520 0.35 -0.56 -0.39
N -0.06418 -1.62025 -3.06628 0.48 0.44 -0.43
H 2.23553 -0.45871 -2.08087 0.00 -0.39 0.02
H 1.88555 0.11680 -3.64680 -0.42 -0.21 -0.19
H 3.27046 -0.85245 -3.45583 -0.04 -0.49 0.16
H 1.37690 -2.22583 -4.46515 -0.02 0.29 -0.10
H 1.29669 -4.16109 -3.07068 -0.24 0.09 -0.11
H 1.49862 -3.11242 -1.62326 -0.17 -0.35 0.05
H 3.45996 -5.38623 -2.79318 -0.27 -0.04 0.05
H 3.22640 -4.69474 -1.17657 -0.10 0.21 0.05
H 4.74106 -4.47747 -2.07355 0.00 0.38 0.05
H 0.02146 -1.03765 -2.22961 -0.36 -0.41 0.20
H -0.28778 -0.89096 -3.76119 -0.23 -0.35 0.30
C 1.14417 -1.45238 0.71274 0.72 -0.63 0.07
C 0.41413 -0.25329 1.31474 0.64 -0.62 -0.36
C -0.84098 0.07395 0.52936 -0.85 -0.20 0.82
O -0.50774 0.33359 -0.80356 0.30 0.56 0.37
C -1.44958 1.10018 -1.52609 -0.04 -0.56 -0.84
N 0.17160 -0.47885 2.74467 -0.58 0.03 -0.33
H 1.97937 -1.77547 1.34679 0.06 0.46 0.20
H 1.61313 -1.24194 -0.25095 -0.52 0.03 -0.04
H 0.57117 -2.38439 0.66902 -0.50 0.32 -0.27
H 1.10967 0.58760 1.19984 -0.14 0.13 0.06
H -1.40508 0.88951 1.00592 0.38 0.31 -0.22
H -1.58568 -0.73203 0.61775 0.32 -0.49 -0.22
H -2.35428 0.51878 -1.72154 -0.16 0.02 0.21
H -0.99026 1.23897 -2.50703 -0.05 0.29 -0.01
H -1.72350 2.05904 -1.08026 0.13 -0.05 0.23
H -0.78228 -0.80741 2.88014 0.03 -0.01 0.02
H 0.77706 -1.25562 3.03681 -0.35 -0.01 0.15
C -0.66648 -3.82620 4.27513 -0.28 -0.43 -0.17
C 0.54395 -3.23340 4.96768 -1.25 0.15 0.11
C 1.05224 -4.08266 6.12327 -0.27 -0.33 0.11
O 1.70542 -3.23406 7.03804 0.70 0.10 -0.28
C 2.16976 -3.86623 8.21413 -0.80 0.50 0.10
N 1.51530 -2.87030 3.93512 0.80 -0.49 1.05
H -1.51250 -3.98328 4.94594 0.05 0.12 0.08
H -0.47903 -4.79183 3.79401 0.19 0.04 -0.03
H -0.98606 -3.13314 3.49707 -0.04 -0.06 0.00
H 0.14769 -2.32990 5.44971 0.38 0.23 -0.09
H 1.67778 -4.89603 5.72273 0.35 0.12 0.19
H 0.23991 -4.57740 6.67519 -0.26 0.04 -0.29
H 2.54411 -3.06882 8.85217 0.44 -0.09 -0.10
H 2.91028 -4.64040 8.01923 0.13 -0.02 0.01
H 1.31714 -4.27279 8.77048 0.01 -0.39 -0.11
H 2.36410 -2.65176 4.46167 0.08 0.24 -0.33
H 1.78493 -3.72344 3.42671 -0.19 0.49 -0.01
C -2.13312 5.24356 -1.20142 -0.15 -0.19 -0.15
C -3.41852 5.01360 -1.98307 0.48 0.16 -0.99
C -3.06618 4.72951 -3.44455 -1.10 -0.44 0.06
O -4.29088 4.47418 -4.14133 0.53 0.21 -0.02
C -4.03260 4.11177 -5.48299 -0.13 -0.36 0.26
N -4.18584 3.86177 -1.50107 -0.09 0.34 0.21
H -1.51379 4.34453 -1.17147 -0.21 -0.20 0.22
H -2.33113 5.60935 -0.19455 -0.18 -0.73 -0.50
H -1.48667 5.98370 -1.68114 -0.27 0.19 -0.15
H -4.01701 5.93232 -1.99242 -0.01 0.10 0.15
H -2.46218 3.81386 -3.47373 0.26 0.07 -0.12
H -2.57693 5.55719 -3.96387 0.34 0.10 0.34
H -3.35221 3.25543 -5.52479 -0.11 -0.14 -0.02
H -3.55062 4.90565 -6.06413 -0.16 0.25 0.09
H -4.99928 3.85105 -5.90676 0.08 0.01 -0.24
H -4.59767 4.10666 -0.60462 0.10 -0.15 0.04
H -4.97485 3.75835 -2.13457 0.09 -0.18 -0.02
C -1.28119 6.95197 1.23266 -0.65 0.17 0.57
C 0.12031 6.73397 1.75591 0.64 0.64 0.26
C 0.75975 5.48618 1.16313 0.40 0.33 -0.18
O -0.09935 4.40536 1.41565 -0.05 -0.28 0.09
C 0.37046 3.16950 0.94735 0.90 -0.13 -1.13
N 0.93651 7.92475 1.44784 0.09 -0.16 -0.55
H -1.38449 6.90659 0.14754 0.68 0.65 0.46
H -1.66396 7.90314 1.61073 0.06 0.12 -0.14
H -1.98996 6.20869 1.60536 0.30 -0.07 0.18
H 0.13273 6.64840 2.84671 -0.51 -0.42 0.02
H 1.76424 5.31067 1.57466 -0.08 0.00 0.23
H 0.92208 5.63347 0.08522 -0.23 -0.03 -0.06
H -0.43199 2.45990 0.74244 -0.04 0.40 0.49
H 1.12888 2.70799 1.58766 -0.16 0.12 0.31
H 0.86063 3.28976 -0.03071 -0.01 0.14 -0.02
H 1.61859 8.13895 2.16147 0.02 -0.17 0.04
H 0.34765 8.73903 1.34745 -0.01 0.01 -0.02
C 7.40826 2.14665 -3.78332 0.00 -0.23 0.19
C 5.99684 1.58664 -3.71924 -0.38 -0.46 -0.83
C 5.14570 2.31007 -2.71250 0.21 -0.31 1.62
O 3.82709 1.79313 -2.71479 0.25 0.59 -0.42
C 2.89825 2.58155 -2.01250 -0.82 -0.62 0.28
N 5.35860 1.71248 -5.04703 -0.22 0.31 -0.04
H 7.33141 3.17253 -4.14396 0.27 -0.10 -0.33
H 8.00587 1.49483 -4.42222 0.02 0.39 -0.36
H 7.96680 2.17700 -2.84519 -0.42 -0.11 0.27
H 5.97590 0.50510 -3.53047 0.38 0.14 0.84
H 5.19501 3.40433 -2.77252 -0.30 0.00 -0.70
H 5.53730 2.11677 -1.69951 0.37 -0.01 -0.34
H 1.92541 2.18463 -2.31121 -0.13 0.33 -0.13
H 2.96367 3.65379 -2.20927 0.12 0.00 -0.27
H 2.91058 2.43287 -0.92386 0.51 0.01 -0.02
H 5.80595 1.09621 -5.71747 0.17 0.08 0.06
H 4.41385 1.34897 -4.94678 -0.02 0.17 -0.07
C 2.82151 1.74404 6.26570 -0.23 0.04 0.39
C 1.86934 1.23877 5.17305 0.92 0.07 0.87
C 1.06319 2.32266 4.47522 0.07 -0.48 -0.10
O 0.41375 3.17610 5.38290 0.16 0.02 0.17
C -0.18426 4.24393 4.69833 -0.43 0.47 0.29
N 2.67699 0.53027 4.15187 -1.05 -0.19 -0.16
H 3.73026 2.16673 5.83807 0.05 -0.10 -0.03
H 3.04978 0.89971 6.92266 0.44 -0.05 -0.24
H 2.39924 2.47466 6.95986 -0.31 0.12 -0.37
H 1.26767 0.47358 5.68260 -0.77 0.46 -0.19
H 0.32458 1.82868 3.83047 0.08 0.06 -0.09
H 1.72717 2.90758 3.82260 0.15 -0.04 0.09
H 0.54059 4.84433 4.14055 0.15 -0.19 -0.11
H -0.64550 4.90389 5.43484 0.00 -0.10 0.08
H -0.97242 3.90825 4.01589 0.11 0.00 -0.10
H 1.94339 0.25886 3.48424 0.52 0.15 -0.13
H 2.86538 -0.37372 4.57929 0.48 0.03 -0.05
C -1.26334 -0.37310 -7.46744 0.13 -0.04 -0.72
C -0.26541 -0.33650 -6.30369 -1.26 0.23 -0.03
C 1.02862 0.31349 -6.75022 0.50 0.78 -0.07
O 1.50735 -0.15094 -7.99666 0.23 -0.05 -0.08
C 2.10356 -1.43455 -7.91520 -0.81 0.24 0.45
N -0.87527 0.45220 -5.20081 0.76 -0.30 -0.36
H -1.38054 0.62632 -7.89691 -0.01 0.10 0.19
H -2.24732 -0.71598 -7.14686 0.06 -0.03 0.19
H -0.95376 -0.99084 -8.31532 0.13 -0.15 0.19
H -0.14850 -1.36239 -5.94764 0.30 0.00 0.10
H 1.83800 0.33063 -6.00852 -0.09 -0.66 0.26
H 0.85214 1.38520 -6.87845 -0.37 -0.07 -0.29
H 2.31485 -1.76052 -8.92959 0.25 0.01 0.05
H 1.38043 -2.12608 -7.46527 0.17 -0.22 -0.10
H 2.98546 -1.40835 -7.26706 0.17 -0.07 -0.21
H -1.75496 -0.01269 -4.96575 0.10 0.44 0.03
H -1.06563 1.37313 -5.59055 -0.19 -0.07 0.18
C -2.86659 2.28879 5.73769 -0.06 -0.10 1.03
C -3.20657 1.30843 4.62457 0.41 0.20 0.73
C -2.71626 1.77776 3.27649 -0.89 -1.30 -0.47
O -3.50392 2.85802 2.82214 1.09 0.36 0.45
C -2.91188 3.45639 1.67329 -0.41 -0.22 -0.23
N -2.60344 -0.00676 4.93906 -0.17 -0.01 -0.34
H -3.29307 3.29025 5.67305 0.19 0.02 -0.51
H -1.78333 2.30936 5.89177 0.01 0.38 -0.37
H -3.22257 1.92684 6.71173 -0.26 -0.23 -0.18
H -4.28337 1.12949 4.57606 -0.03 0.19 -0.13
H -2.87880 0.91497 2.60949 0.05 0.05 -0.18
H -1.62871 1.91370 3.26851 -0.08 0.62 0.12
H -3.20041 2.86197 0.80056 0.14 0.12 -0.21
H -1.82363 3.55414 1.71328 -0.54 -0.17 0.38
H -3.30036 4.46897 1.56362 -0.25 -0.09 0.07
H -1.58615 0.04427 4.95555 -0.01 0.23 -0.02
H -2.88393 -0.20164 5.89425 0.10 -0.33 -0.02
C -5.44296 -3.75858 3.66882 -0.47 0.29 -0.24
C -4.75355 -2.45926 4.03369 -0.09 0.20 -0.20
O -3.56474 -2.33958 3.26586 0.21 0.06 0.01
H -6.50200 -3.72097 3.93444 0.09 -0.05 0.35
H -4.97670 -4.61678 4.14865 0.04 -0.05 -0.12
H -5.46460 -3.88481 2.58458 0.27 -0.05 -0.02
H -4.56625 -2.43933 5.11304 0.24 0.02 -0.01
H -5.38933 -1.59287 3.81655 -0.20 -0.11 -0.01
H -3.13402 -1.49842 3.50884 -0.16 -0.16 0.37
C -4.47343 -0.36036 0.29897 0.16 0.21 0.10
C -5.84567 -1.01615 0.36355 0.44 -0.30 0.07
O -6.90100 -0.10798 0.10841 -0.11 0.17 -0.36
H -3.62421 -1.04358 0.22846 -0.34 -0.39 0.51
H -4.38264 0.24863 1.20290 0.38 0.18 -0.18
H -4.30658 0.25137 -0.59096 -0.60 0.31 0.10
H -6.01946 -1.44131 1.36026 0.32 -0.22 -0.09
H -5.89117 -1.83059 -0.36295 -0.33 0.12 -0.07
H -6.81699 0.62769 0.72491 0.01 -0.04 -0.04
C 0.50647 3.72404 -4.86597 -0.25 -0.28 -0.53
C -0.31587 4.25557 -6.03171 -0.07 0.48 0.73
O -1.01367 3.19537 -6.65475 0.04 -0.29 -0.14
H -0.12421 3.22105 -4.13075 -0.13 0.27 0.10
H 1.01181 4.58646 -4.43259 0.22 -0.24 0.23
H 1.19749 2.94757 -5.19734 0.31 0.28 -0.02
H 0.31769 4.81957 -6.72282 0.03 -0.25 -0.15
H -1.02287 4.97835 -5.59914 -0.09 -0.02 -0.25
H -1.31769 3.43608 -7.53413 0.05 0.15 0.04
C -4.64725 0.54762 -3.57024 -0.52 -0.02 0.54
C -4.26223 -0.91485 -3.39517 0.30 0.25 -0.26
O -3.09912 -1.10924 -4.20410 -0.03 -0.64 0.24
H -5.20098 0.77132 -4.48139 0.05 -0.20 -0.08
H -3.76574 1.18685 -3.54672 0.19 -0.12 -0.05
H -5.25274 0.86746 -2.71724 -0.17 -0.02 -0.13
H -5.02223 -1.64661 -3.69110 -0.24 0.37 -0.09
H -4.05900 -1.12687 -2.34006 0.25 0.05 -0.07
H -2.65806 -1.92702 -3.93078 0.05 0.14 0.03
```
Positions in Å, forces in eV/Å.

LUMO	0.555	eV
frontier orbital gap	9.2636	eV
highest occupied orbital energy	-8.71	eV

Atom charges from the Löwdin analysis, given in e for atoms 1 to 99: number 1, C, carries -0.052; number 2, C, carries -0.419; number 3, C, carries -0.216; number 4, O, carries -0.185; number 5, C, carries -0.114; number 6, N, carries 0.063; number 7, H, carries 0.049; number 8, H, carries 0.063; number 9, H, carries 0.086; number 10, H, carries 0.115; number 11, H, carries 0.120; number 12, H, carries 0.134; number 13, H, carries 0.087; number 14, H, carries 0.090; number 15, H, carries 0.077; number 16, H, carries 0.025; number 17, H, carries 0.033; number 18, C, carries -0.077; number 19, C, carries -0.413; number 20, C, carries -0.195; number 21, O, carries -0.181; number 22, C, carries -0.089; number 23, N, carries 0.032; number 24, H, carries 0.073; number 25, H, carries 0.074; number 26, H, carries 0.039; number 27, H, carries 0.121; number 28, H, carries 0.092; number 29, H, carries 0.116; number 30, H, carries 0.070; number 31, H, carries 0.056; number 32, H, carries 0.090; number 33, H, carries 0.064; number 34, H, carries 0.067; number 35, C, carries -0.045; number 36, C, carries -0.420; number 37, C, carries -0.207; number 38, O, carries -0.239; number 39, C, carries -0.081; number 40, N, carries 0.030; number 41, H, carries 0.071; number 42, H, carries 0.087; number 43, H, carries 0.048; number 44, H, carries 0.131; number 45, H, carries 0.129; number 46, H, carries 0.109; number 47, H, carries 0.097; number 48, H, carries 0.090; number 49, H, carries 0.078; number 50, H, carries 0.071; number 51, H, carries 0.062; number 52, C, carries -0.063; number 53, C, carries -0.397; number 54, C, carries -0.176; number 55, O, carries -0.193; number 56, C, carries -0.123; number 57, N, carries 0.080; number 58, H, carries 0.061; number 59, H, carries 0.065; number 60, H, carries 0.077; number 61, H, carries 0.125; number 62, H, carries 0.129; number 63, H, carries 0.106; number 64, H, carries 0.092; number 65, H, carries 0.053; number 66, H, carries 0.088; number 67, H, carries 0.042; number 68, H, carries 0.021; number 69, C, carries -0.039; number 70, C, carries -0.383; number 71, C, carries -0.216; number 72, O, carries -0.193; number 73, C, carries -0.068; number 74, N, carries 0.061; number 75, H, carries 0.075; number 76, H, carries 0.040; number 77, H, carries 0.077; number 78, H, carries 0.110; number 79, H, carries 0.091; number 80, H, carries 0.119; number 81, H, carries 0.072; number 82, H, carries 0.078; number 83, H, carries 0.068; number 84, H, carries 0.058; number 85, H, carries 0.024; number 86, C, carries -0.060; number 87, C, carries -0.421; number 88, C, carries -0.210; number 89, O, carries -0.192; number 90, C, carries -0.104; number 91, N, carries 0.062; number 92, H, carries 0.086; number 93, H, carries 0.074; number 94, H, carries 0.048; number 95, H, carries 0.134; number 96, H, carries 0.125; number 97, H, carries 0.127; number 98, H, carries 0.088; number 99, H, carries 0.088